(1)
21
Properties=species:S:1:pos:R:3 method="wB97M-V/def2-TZVPD" lumo_energy_ev=2.37 total_charge=-1 gap_ev=8.3 max_force_ha_per_bohr=0.07511 e_above_lowest_kcal_mol=12.0
C -1.893 -2.352 0.660
C -1.073 -1.434 1.434
C -2.390 -2.009 -0.650
C -0.731 -0.188 0.892
C -2.003 -0.743 -1.063
C -1.180 0.109 -0.373
C -0.847 1.482 -1.047
C 2.809 1.442 -0.307
C 1.564 1.300 -1.269
N 0.457 1.699 -0.947
O 3.854 1.802 -0.705
O -1.703 2.233 -1.350
O 2.311 1.284 0.860
Br 4.223 1.748 3.118
I 1.544 -0.131 -3.028
H -2.072 -3.329 1.143
H -0.692 -1.835 2.468
H -2.960 -2.780 -1.201
H -0.273 0.518 1.561
H -2.309 -0.345 -2.091
H 3.366 1.530 1.894


(2)
18
Properties=species:S:1:pos:R:3 method="wB97M-V/def2-TZVPD" lumo_energy_ev=-0.10 gap_ev=7.9 max_force_ha_per_bohr=0.09637 e_above_lowest_kcal_mol=128.5
C -4.725 -1.426 -0.001
C -2.768 1.518 0.171
C -3.729 0.601 -0.031
C -3.480 -0.848 -0.091
C -1.433 0.972 0.221
C 0.951 0.513 -0.152
C -2.147 -1.471 0.026
C -1.108 -0.378 0.080
C 2.370 0.511 -0.288
N 0.230 -0.550 -0.006
S -0.003 1.941 0.134
Cl -5.439 0.456 -0.105
H -2.973 2.536 0.502
H -2.229 -2.200 0.773
H -1.915 -2.265 -0.773
H 2.584 -0.119 -1.127
H 2.936 0.155 0.506
H 2.769 1.660 -0.496